No. 1
This record from the OMol25 dataset describes a molecular structure, C5H9AsCl2N3OS4Tc. The level of theory is wB97M-V/def2-TZVPD.

```
26
Properties=species:S:1:pos:R:3:forces:R:3
Tc 0.2008 0.7745 0.5920 0.709 0.038 0.074
S -0.8740 4.0851 4.3199 -0.048 0.036 0.050
As 0.3105 2.9291 2.9999 -0.156 -0.084 -0.132
S 0.2760 0.6167 2.6939 -0.034 0.013 0.044
S 0.2294 2.8949 0.6762 -0.030 0.044 0.045
S 1.3408 4.1727 4.3608 0.115 -0.014 0.002
C 4.9185 -1.2382 -1.5377 -0.002 0.013 -0.019
N 3.9527 -0.4934 -0.7038 -0.011 0.002 0.005
C 4.3857 0.2983 0.4394 0.009 0.036 0.004
C 3.0968 0.8576 0.9648 0.003 0.019 -0.019
O 2.8874 1.5950 1.8807 0.010 0.006 -0.008
N 2.0309 0.3270 0.1290 -0.042 -0.032 0.029
C 2.6535 -0.4797 -0.8574 0.026 -0.002 0.014
N 1.9846 -1.1246 -1.7903 -0.010 -0.027 -0.009
H 5.8664 -0.7054 -1.5109 0.001 -0.007 0.012
H 4.5792 -1.2678 -2.5716 0.006 0.015 -0.003
H 5.0516 -2.2452 -1.1421 -0.012 -0.005 -0.006
H 5.0642 1.1037 0.1427 0.003 -0.004 -0.003
H 4.8817 -0.3096 1.2029 -0.013 -0.008 0.000
H 0.9923 -1.0309 -1.9306 -0.002 0.009 0.014
H 2.4700 -1.7105 -2.4596 0.004 -0.009 0.013
Cl -1.6581 -0.0216 -0.2016 0.179 0.123 0.079
C -4.7270 -0.6943 -0.8531 -0.645 -0.254 -0.202
Cl -5.6393 0.5768 -1.1016 -0.106 0.002 -0.015
H -4.7023 -1.1530 0.1351 0.019 0.059 0.021
H -4.2086 -1.1419 -1.7007 0.028 0.032 0.008
```
Forces are in eV/Å.

HOMO: -21.596 eV
Energy relative to the best compared isomer or geometry (same formula, charge and spin): 0.000 eV
LUMO level: -16.318 eV
HOMO-LUMO gap: 5.278 eV
Total charge: +4

These are the natural (NBO) partial charges, in e, on atoms 1 to 8:
1. Tc 0.56
2. S 0.14
3. As 0.80
4. S 0.33
5. S 0.27
6. S 0.19
7. C -0.44
8. N -0.28

No. 2
This record from the OMol25 dataset describes a molecular structure, C5H9BaMgO4 in a non-equilibrium geometry. The level of theory is wB97M-V/def2-TZVPD.

```
20
Properties=species:S:1:pos:R:3:forces:R:3
O -0.9455 -0.4793 2.4632 0.512 -0.032 0.242
C -1.8269 0.1910 1.7489 0.276 0.250 -0.467
C -1.5659 0.8771 0.5993 -1.965 0.868 -0.291
O -0.1555 0.8410 0.2915 0.996 -0.288 -0.119
C 0.1548 0.1565 -0.9100 -0.320 -0.095 0.135
C 1.6348 -0.1264 -0.9147 0.144 0.170 -0.361
O 1.9477 -0.8037 0.2997 -0.078 -0.142 0.038
C 3.2883 -1.2716 0.3601 0.331 -0.103 -0.031
Mg 0.8993 0.0523 1.9773 -0.651 0.021 0.263
H -2.8629 0.2128 2.1295 0.150 -0.118 -0.101
H -0.1187 0.7643 -1.7871 0.028 -0.095 0.132
H -0.4117 -0.7876 -0.9486 0.109 0.214 -0.029
H 2.2214 0.8049 -0.9711 -0.105 -0.184 0.028
H 1.8934 -0.7618 -1.7749 -0.013 0.101 0.171
H 3.4452 -1.7056 1.3532 -0.051 0.145 -0.254
H 3.4497 -2.0385 -0.4102 -0.047 0.154 0.142
H 3.9932 -0.4409 0.2066 -0.146 -0.194 0.071
H -5.6314 0.5168 -1.7332 -0.207 0.508 0.002
Ba -3.8383 2.5340 -0.4461 0.373 -0.883 0.176
O -5.5711 1.4647 -1.5333 0.663 -0.297 0.253
```
Forces are in eV/Å.

HOMO (spin up / spin down): -4.542 / -6.347 eV
Energy relative to the best compared isomer or geometry (same formula, charge and spin): 0.000 eV
LUMO level (spin up / spin down): -0.891 / -0.894 eV
Spin multiplicity: 2
HOMO-LUMO gap (spin up / spin down): 3.652 / 5.453 eV
Total charge: 0

These are the Löwdin partial charges, in e, on atoms 1 to 8:
1. O -0.32
2. C -0.46
3. C -0.37
4. O -0.36
5. C -0.22
6. C -0.19
7. O -0.33
8. C -0.10

No. 3
This record from the OMol25 dataset describes a molecular structure, C5H9BrCdNO2P in a non-equilibrium geometry. The level of theory is wB97M-V/def2-TZVPD.

```
20
Properties=species:S:1:pos:R:3:forces:R:3
C -0.1805 0.9552 1.5816 -0.361 0.212 0.591
C 0.4813 0.5745 0.1284 0.266 1.952 0.316
C 0.4629 -0.9744 -0.4091 0.137 3.106 -0.229
P 0.4983 -2.4301 0.8252 0.398 -6.276 -3.538
O 0.4711 -3.7707 -0.0707 0.158 4.828 2.829
N -0.9619 -1.0473 -0.9941 -0.853 2.508 1.655
C -1.5433 0.3437 -1.3243 -5.348 0.634 -1.597
O -2.8123 0.6645 -1.6446 9.358 -2.182 2.476
C -0.1992 1.2764 -1.2212 0.256 -3.953 0.313
Br -0.3342 3.2682 -1.3190 0.630 -0.917 -0.058
H -1.2890 1.3896 1.5022 2.424 -0.941 0.044
H -0.2382 0.0287 2.3229 0.213 1.910 -1.740
H 0.5119 1.7662 2.1182 -1.693 -1.798 -1.213
H 1.5206 1.1553 0.1873 -1.058 -1.513 -0.280
H 1.3476 -0.9975 -1.1897 -2.008 -0.774 1.364
H -0.7151 -2.4755 1.6163 0.804 0.966 -0.195
H 1.6828 -2.4731 1.6526 -0.821 0.863 -0.248
H -1.4877 -1.3055 -0.1086 -0.277 -0.138 -1.856
H 0.5057 0.8524 -2.0693 -1.526 1.373 1.140
Cd 2.2791 3.1994 -1.5840 -0.698 0.141 0.227
```
Forces are in eV/Å.

HOMO: -15.656 eV
LUMO level: -13.411 eV
HOMO-LUMO gap: 2.245 eV
Total charge: +2

These are the natural (NBO) partial charges, in e, on atoms 1 to 8:
1. C -0.69
2. C -0.19
3. C -0.38
4. P 1.31
5. O -0.94
6. N -0.58
7. C 0.64
8. O -0.44

No. 4
This record from the OMol25 dataset describes a single C5H9BrF3OP molecule in a non-equilibrium geometry. The level of theory is wB97M-V/def2-TZVPD.

```
20
Properties=species:S:1:pos:R:3:forces:R:3
C 2.6675 -1.0918 0.3342 0.771 0.214 0.759
C 2.5627 0.5588 0.5765 -0.392 -1.589 -0.737
P 1.0399 1.2656 -0.4127 0.278 0.994 1.159
Br 1.4140 0.5993 -2.5475 -0.130 -0.408 0.684
C -0.4650 0.4140 0.3932 -0.630 -1.412 1.079
C -1.8935 0.6259 -0.3787 -0.919 -0.299 0.370
O -1.8666 0.4052 -1.8314 0.169 2.228 1.361
C -2.9195 -0.5447 0.2338 0.475 -0.985 -0.279
F -2.4917 -1.8149 -0.4633 -2.053 3.735 2.466
F -4.3534 -0.2384 -0.0006 4.720 -1.452 0.904
F -2.6893 -0.7679 1.6791 -1.184 0.625 -4.451
H 1.7226 -1.6654 0.7402 1.922 1.285 -0.724
H 2.8001 -1.3776 -0.7957 -0.187 0.763 2.258
H 3.6205 -1.4417 0.9570 -2.102 0.481 -1.460
H 2.3852 0.7842 1.7171 0.447 -0.284 -2.305
H 3.5085 1.1066 0.1292 -1.972 -1.108 1.124
H -0.5925 0.9179 1.4680 0.468 -0.875 -2.345
H -0.2541 -0.7357 0.6332 -0.739 2.413 -0.782
H -2.3991 1.6746 -0.1702 1.191 -2.184 -0.101
H -1.7960 1.3259 -2.2615 -0.133 -2.143 1.019
```
Forces are in eV/Å.

HOMO: -8.744 eV
SMILES: CCP(Br)C[C@@H](O)C(F)(F)F
LUMO level: 0.357 eV
HOMO-LUMO gap: 9.100 eV
Total charge: 0

These are the natural (NBO) partial charges, in e, on atoms 1 to 8:
1. C -0.65
2. C -0.70
3. P 0.70
4. Br -0.23
5. C -0.78
6. C 0.04
7. O -0.70
8. C 0.97

No. 5
This record from the OMol25 dataset describes a gas-phase ion, C5H9BrN (charge +1) in a non-equilibrium geometry. The level of theory is wB97M-V/def2-TZVPD.

```
16
Properties=species:S:1:pos:R:3:forces:R:3
C -1.6166 -0.7461 0.0407 0.857 -2.437 -2.551
C 0.9471 -0.4397 0.6819 0.397 -0.093 -1.298
C 0.6033 1.7349 -0.3834 -0.217 0.135 -2.006
C -0.1161 -1.1483 -0.1712 -0.028 1.033 1.378
C -0.8740 -0.6486 -1.2804 -0.083 1.683 0.793
N 0.6595 1.0704 0.8245 0.919 -1.012 3.668
Br -0.8998 -0.8670 -3.1116 -0.223 -0.057 0.653
H -2.2113 -1.6423 0.1414 -0.386 -0.064 0.017
H -2.0708 0.0676 0.5424 0.233 1.094 0.461
H 0.9407 -0.7861 1.7164 0.306 -0.404 -0.238
H 1.9660 -0.4970 0.1702 -1.213 0.003 0.972
H 1.3722 1.3627 -1.0321 0.241 0.373 -0.424
H -0.2990 2.1133 -0.7787 -0.765 0.509 -0.037
H 0.0924 -2.1981 -0.2637 0.047 -0.614 0.501
H -0.0317 1.2531 1.6102 0.238 -0.162 -1.730
H 1.5381 1.3711 1.2934 -0.323 0.012 -0.159
```
Forces are in eV/Å.

HOMO (spin up / spin down): -11.985 / -13.915 eV
Energy relative to the best compared isomer or geometry (same formula, charge and spin): 4.140 eV
LUMO level (spin up / spin down): -4.974 / -4.144 eV
HOMO-LUMO gap (spin up / spin down): 7.011 / 9.771 eV
Total charge: +1

These are the natural (NBO) partial charges, in e, on atoms 1 to 8:
1. C -0.47
2. C -0.20
3. C -0.14
4. C -0.33
5. C -0.07
6. N -0.57
7. Br 0.24
8. H 0.24

No. 6
This record from the OMol25 dataset describes a gas-phase ion, C5H9BrNOS (charge +1) in a non-equilibrium geometry. The level of theory is wB97M-V/def2-TZVPD.

```
18
Properties=species:S:1:pos:R:3:forces:R:3
O -2.4511 0.2513 -1.7518 -0.442 -0.479 0.207
C -1.6006 0.3424 -0.9224 0.355 -0.057 -0.610
C -1.3748 -0.6051 0.2643 -0.075 0.774 -1.944
N -0.2005 -0.1051 1.0505 -1.696 -3.545 -0.544
C 0.7316 0.5552 0.1585 -2.827 0.778 -3.890
C 1.5755 -0.4865 -0.5549 4.425 0.984 2.811
S 2.0189 -1.8974 0.6090 -0.107 1.278 1.531
C -0.5280 1.3738 -1.0004 1.891 -0.673 5.134
Br -1.2965 2.9213 -0.0237 0.401 -0.618 -0.085
H -2.2269 -0.8171 0.8160 -1.792 0.950 1.872
H -1.4172 -1.5892 -0.1362 1.777 -1.207 -0.765
H -0.7297 0.4329 1.7338 1.283 0.459 0.678
H 0.3499 -1.0616 1.3141 -0.830 1.582 0.494
H 1.2659 1.2178 0.7294 1.416 1.946 0.912
H 2.6596 -0.2171 -0.9185 -2.658 0.338 0.361
H 1.0858 -1.0500 -1.2190 -1.952 -1.526 -3.184
H 2.2931 -1.0648 1.7211 0.163 -1.019 -1.205
H -0.1548 1.7993 -1.8697 0.667 0.037 -1.771
```
Forces are in eV/Å.

HOMO: -14.005 eV
SMILES: O=C1C[NH2+][C@@H](CS)[C@@H]1Br
Energy relative to the best compared isomer or geometry (same formula, charge and spin): 1.490 eV
LUMO level: -3.881 eV
HOMO-LUMO gap: 10.124 eV
Total charge: +1

These are the natural (NBO) partial charges, in e, on atoms 1 to 8:
1. O -0.43
2. C 0.51
3. C -0.39
4. N -0.59
5. C -0.04
6. C -0.53
7. S 0.04
8. C -0.27

Question: Which value of total charge does entry 5 give?
Answer: +1